A 2-piece molecular cluster, C2H9NO2 overall. Source: the Open Molecules 2025 dataset; level of theory: ωB97M-V/def2-TZVPD.

## Properties
- HOMO (eV) = -8.91
- molecular weight (g/mol) = 79.10
- energy above the lowest of the compared OMol25 structures with the same formula, charge and spin (kcal/mol) = 35.64
- HOMO-LUMO gap (eV) = 9.781
- SMILES = NCO.CO

Geometry (Å):
C  -2.587  0.897  0.001
O  -1.307  0.336  0.197
H  -2.411  1.931  0.389
H  -3.423  0.603  0.634
H  -2.907  0.793  -1.087
H  -1.336  -0.530  0.726
N  1.492  0.371  -1.051
C  1.570  -0.903  -0.273
O  1.118  -0.749  1.111
H  1.589  0.260  -2.013
H  0.504  0.752  -0.721
H  2.662  -1.219  -0.272
H  0.904  -1.603  -0.825
H  1.588  -0.248  1.694

Results of the Löwdin charge analysis, in e, for atoms 1 through 2: number 1, C, carries -0.173; number 2, O, carries -0.185